Molecular formula: C5H6O2
Method: DFT, wB97M-V/def2-TZVPD

Summary:
Frontier orbital gap ... 10.60 eV
HOMO energy ... -9.732 eV
Relative energy (zero: lowest compared OMol25 entry of this formula, charge and spin) ... 32.5 kcal/mol
Structure (SMILES) ... O=C1CO[C@H]2C[C@@H]12

Last column: Mulliken charge in e.
Element x y z (Å)
O (1.1301, 1.9695, 0.9234)  -0.57
C (0.7039, 0.9922, 0.3539)  0.33
C (1.5518, -0.1808, -0.1402)  -0.29
O (0.6710, -1.1411, -0.6946)  -0.41
C (-0.6389, -0.6285, -0.7342)  0.00
C (-1.3406, -0.5064, 0.5705)  -0.70
C (-0.7001, 0.7155, -0.0737)  -0.11
H (2.1447, -0.6207, 0.6684)  0.25
H (2.2420, 0.1902, -0.9108)  0.26
H (-1.1685, -0.8699, -1.6504)  0.38
H (-0.8719, -0.9383, 1.4511)  0.22
H (-2.4263, -0.5166, 0.5784)  0.26
H (-1.3144, 1.5444, -0.4082)  0.39

***

Molecular formula: C2HBrF2O
Method: DFT, wB97M-V/def2-TZVPD

Summary:
Frontier orbital gap (alpha / beta) ... 8.25 / 8.70 eV
HOMO energy (alpha / beta) ... -8.767 / -8.953 eV
Relative energy (zero: lowest compared OMol25 entry of this formula, charge and spin) ... 79.9 kcal/mol

Last column: Mulliken charge in e.
Element x y z (Å)
C (-1.0646, 0.7455, -0.6756)  0.07
C (0.7432, -0.5608, 0.4985)  0.32
O (-0.8429, 1.8310, -1.0210)  -0.28
F (1.4763, -0.4411, -0.6649)  -0.16
F (0.1102, -1.7994, 0.5513)  -0.19
Br (1.6421, -0.0831, 2.0362)  -0.05
H (-2.0643, 0.3080, -0.7245)  0.28

***

Molecular formula: C16H15NO2
Method: DFT, wB97M-V/def2-TZVPD

Summary:
Frontier orbital gap ... 9.28 eV
HOMO energy ... -8.775 eV
Relative energy (zero: lowest compared OMol25 entry of this formula, charge and spin) ... 65.2 kcal/mol
Structure (SMILES) ... CO[C@H](Oc1ccc(C#N)cc1)c1ccc(C)cc1

Last column: Mulliken charge in e.
Element x y z (Å)
C (2.3434, 1.1188, 1.4396)  -0.63
O (0.9385, 1.1674, 1.1314)  -0.31
C (0.1974, 0.1021, 0.8195)  -0.07
C (-1.2782, 0.4030, 0.8702)  0.30
C (-2.2036, -0.6325, 0.9306)  -0.42
C (-3.5540, -0.3580, 1.1617)  -0.81
C (-3.9805, 0.9744, 1.2220)  1.06
C (-5.4218, 1.2744, 1.4978)  -1.32
C (-3.0508, 2.0237, 1.1303)  -0.74
C (-1.7120, 1.7342, 0.8468)  -0.52
H (2.6536, 2.1511, 1.6028)  0.27
H (2.5297, 0.5320, 2.3468)  0.28
H (2.9456, 0.6952, 0.6198)  0.23
H (0.5004, -0.8360, 1.2447)  0.71
H (-1.8378, -1.6476, 0.7995)  0.39
H (-4.2720, -1.1543, 1.4165)  0.32
H (-5.5569, 2.3618, 1.5330)  0.34
H (-6.0085, 0.8751, 0.6640)  0.32
H (-5.8086, 0.8105, 2.4205)  0.31
H (-3.3535, 3.0466, 1.4024)  0.24
H (-0.9711, 2.5217, 0.6544)  0.40
O (0.2119, -0.3237, -0.7995)  -0.48
C (1.3954, -0.7663, -1.2479)  0.51
C (2.0378, 0.0085, -2.2322)  -0.42
C (3.1803, -0.4756, -2.8429)  -0.56
C (3.7678, -1.6658, -2.4207)  0.30
C (5.0546, -2.0558, -2.9324)  0.05
N (6.1355, -2.3196, -3.3025)  -0.52
C (3.0818, -2.4808, -1.5151)  -0.64
C (1.9370, -2.0207, -0.8706)  -0.24
H (1.5825, 0.9487, -2.5174)  0.44
H (3.6292, 0.0936, -3.6526)  0.40
H (3.4619, -3.4782, -1.2913)  0.41
H (1.4250, -2.6276, -0.1295)  0.41

***

Molecular formula: C15H25Cl12O8P
Method: DFT, wB97M-V/def2-TZVPD

Summary:
Frontier orbital gap ... 9.66 eV
HOMO energy ... -9.789 eV
Structure (SMILES) ... CCCO[C@@]1(O)OC(=O)[C@@H](P(=O)(O)O)[C@@H]1CCOCC.ClC(Cl)Cl.ClC(Cl)Cl.ClC(Cl)Cl.ClC(Cl)Cl

Last column: Mulliken charge in e.
Element x y z (Å)
C (1.3077, 1.8987, 3.2875)  -0.67
C (1.0453, 0.2803, 3.6173)  0.47
C (-0.5393, -0.0233, 3.9805)  -0.54
O (-1.1299, -1.1495, 3.2473)  -0.35
C (-1.8930, -0.7255, 2.0654)  0.44
O (-2.7152, -1.9469, 1.7725)  -0.56
O (-2.9995, 0.2733, 2.2443)  -0.42
C (-3.4830, 0.8893, 0.9885)  0.29
O (-4.5875, 1.6646, 0.8039)  -0.54
C (-2.4183, 0.3703, -0.1464)  -0.33
P (-2.1387, 1.4577, -1.6922)  0.95
O (-2.8574, 2.8627, -1.4805)  -0.69
O (-0.4462, 1.7630, -2.0231)  -0.50
O (-2.8587, 0.6187, -3.0731)  -0.41
C (-1.1240, -0.1083, 0.7576)  1.34
C (-0.3534, -1.1604, -0.2902)  -0.15
C (0.3900, -2.3767, 0.5079)  -0.53
O (1.1356, -3.3295, -0.3185)  -0.45
C (1.9973, -2.6899, -1.3156)  -0.07
C (3.0757, -1.6030, -0.7403)  -0.55
H (0.8023, 2.1943, 2.2644)  0.09
H (0.8062, 2.5430, 4.1314)  0.36
H (2.4606, 2.0713, 3.1826)  -0.01
H (1.3873, -0.2816, 2.6494)  -0.48
H (1.7330, -0.0969, 4.5177)  0.43
H (-0.5464, -0.2862, 5.1450)  0.31
H (-1.1031, 0.9962, 3.8804)  0.32
H (-3.5156, -1.8653, 2.3749)  0.38
H (-2.9378, -0.6229, -0.5408)  0.29
H (0.0618, 1.9903, -1.1775)  0.27
H (-2.4459, 1.0473, -3.8992)  0.30
H (-0.3314, 0.7674, 0.9311)  -0.64
H (0.3752, -0.4608, -0.9178)  0.27
H (-1.0857, -1.6449, -1.0686)  0.22
H (-0.4398, -3.0141, 1.0817)  0.22
H (1.1351, -2.0203, 1.3661)  0.00
H (1.3473, -2.2621, -2.2207)  0.00
H (2.6414, -3.5664, -1.8085)  0.31
H (2.9605, -1.3213, 0.3886)  0.17
H (2.9981, -0.6380, -1.4298)  0.17
H (4.1969, -1.9932, -0.8628)  0.28
C (0.4781, -4.0477, -5.1168)  -0.07
Cl (1.9739, -3.2699, -5.6619)  -0.12
Cl (0.8088, -5.1660, -3.7828)  -0.10
Cl (-0.7133, -2.8307, -4.6275)  -0.08
H (0.0636, -4.6196, -5.9509)  0.36
C (2.5012, 5.4758, 1.5871)  -0.11
Cl (3.8309, 5.7236, 0.4424)  -0.12
Cl (1.1104, 4.7376, 0.7747)  -0.07
Cl (3.0311, 4.4726, 2.9482)  -0.08
H (2.1955, 6.4504, 1.9761)  0.40
C (5.1047, 1.5323, 0.7621)  -0.12
Cl (3.3332, 1.5658, 0.7732)  0.06
Cl (5.7257, 0.9472, 2.3149)  -0.13
Cl (5.6994, 0.5216, -0.5663)  -0.11
H (5.4675, 2.5518, 0.6082)  0.34
C (-6.0650, -0.4007, -3.3486)  0.12
Cl (-7.8365, -0.3672, -3.3374)  -0.14
Cl (-5.4440, -0.9859, -1.7957)  -0.08
Cl (-5.4703, -1.4114, -4.6770)  -0.13
H (-5.7022, 0.6187, -3.5024)  0.23

***

Molecular formula: C4H6N2S
Method: DFT, wB97M-V/def2-TZVPD

Summary:
Frontier orbital gap ... 8.56 eV
HOMO energy ... -7.939 eV
Relative energy (zero: lowest compared OMol25 entry of this formula, charge and spin) ... 37.5 kcal/mol
Structure (SMILES) ... Cn1cncc1S

Last column: Mulliken charge in e.
Element x y z (Å)
C (-0.2389, 1.9065, 0.0335)  -0.87
C (-1.5566, -0.3827, -0.0435)  0.03
C (0.1293, -1.7787, 0.0288)  -0.32
C (0.7439, -0.5094, -0.1193)  0.30
H (-1.3032, 2.2316, 0.1104)  0.30
H (0.3229, 2.2616, -0.7169)  0.35
H (0.2820, 2.0822, 1.0029)  0.29
H (-2.6331, -0.0058, -0.1141)  0.30
H (0.6267, -2.7765, -0.1446)  0.30
H (2.8152, -1.5319, 0.2131)  0.16
N (-0.3624, 0.3661, -0.2303)  0.02
N (-1.2553, -1.6439, 0.0266)  -0.60
S (2.4296, -0.2193, -0.0465)  -0.27